## w
The following is a DFT calculation (the ωB97M-V functional and the def2-TZVPD basis) of one molecule with the formula C4H5NO4.

```
14
C4H5NO4, DFT the ωB97M-V functional and the def2-TZVPD basis
O 1.7600 -1.9014 -0.2281
C 1.2593 -0.8582 -0.0598
O 1.8143 0.3001 0.2443
C 1.2025 1.6074 0.4963
C -0.0009 1.5733 -0.5161
C -0.8092 0.2986 -0.1709
N -2.0669 0.3689 -0.2208
O -2.7448 -0.7704 0.3606
O -0.1348 -0.8590 0.0341
H 0.8791 1.5513 1.5219
H 1.8652 2.3573 0.0137
H 0.5177 1.5345 -1.4700
H -0.6659 2.4668 -0.4211
H -3.5950 -0.3736 0.1161
```

Calculated values
SMILES: O=C1OCC/C(=N/O)O1
HOMO energy: -9.80 eV
total charge: 0
E_LUMO: 0.54 eV

***

## x
The following is a DFT calculation (the ωB97M-V functional and the def2-TZVPD basis) of one molecule with the formula C4H5NO4.

```
14
C4H5NO4, DFT the ωB97M-V functional and the def2-TZVPD basis
N -0.6385 1.4198 -0.8538
C 0.0727 0.3028 -0.2023
C -0.0091 -0.0456 1.1860
O -0.3744 0.5850 2.1433
C 0.5398 -1.4597 0.8612
O -0.3713 -2.4315 1.2780
O 1.8461 -1.7127 1.2810
C 0.3650 -0.9715 -0.7185
O 0.4922 -1.4024 -1.8536
H 0.0456 2.1259 -1.0140
H -1.5129 1.6025 -0.3183
H -0.9637 1.1722 -1.8393
H -0.6275 -2.4795 2.2008
H 2.4727 -1.4847 0.5808
```

Calculated values
SMILES: [NH3+]C1=C([O-])C(O)(O)C1=O
HOMO energy: -8.49 eV
total charge: 0
E_LUMO: -0.40 eV

***

Quick one: most stable of them? w